ORCA calculation (ωB97M-V/def2-TZVPD) on a molecular structure, C30H25IN3O6S3W.

Output
- Multiplicity: 2
- Gap between HOMO and LUMO (alpha / beta): 0.2074 / 0.2143 Eh
- ΔE to the lowest compared entry with this formula, charge and spin: 0.000 eV
- Total charge: -2
- F_max: 0.060 hartree/bohr
- Lowest unoccupied orbital energy (alpha / beta): 3.8910 / 3.8909 eV

Atoms and positions in Å:
W1 -0.137 -1.142 0.284
C1 0.703 2.401 2.707
C2 0.821 1.129 1.919
N1 -0.223 0.866 0.896
N2 -1.340 1.656 0.677
C3 -2.301 0.816 0.436
O1 -2.026 -0.453 0.224
C4 -3.696 1.239 0.415
C5 -4.644 0.481 -0.275
C6 -5.978 0.847 -0.248
C7 -6.389 1.958 0.477
C8 -5.447 2.704 1.179
C9 -4.112 2.351 1.149
C10 2.132 0.776 1.332
C11 3.154 1.657 1.117
C12 4.231 1.334 0.296
C13 4.194 0.099 -0.365
C14 3.205 -0.792 -0.115
N3 2.160 -0.519 0.768
H1 -0.301 2.458 3.121
H2 0.874 3.268 2.067
H3 1.422 2.384 3.526
H4 -4.312 -0.391 -0.823
H5 -6.715 0.263 -0.788
H6 -7.437 2.231 0.511
H7 -5.770 3.553 1.770
H8 -3.364 2.899 1.706
H9 3.106 2.626 1.595
H10 5.059 2.017 0.174
H11 4.984 -0.184 -1.047
H12 3.184 -1.778 -0.550
O2 1.230 -4.281 -1.914
C15 0.873 -3.125 -1.845
O3 0.918 -2.459 -0.712
C16 0.432 -2.388 -3.064
C17 0.224 -3.154 -4.215
C18 -0.111 -2.577 -5.422
C19 -0.230 -1.192 -5.505
C20 -0.046 -0.421 -4.374
C21 0.263 -0.996 -3.135
S1 0.438 0.136 -1.796
H13 0.346 -4.225 -4.124
H14 -0.279 -3.194 -6.297
H15 -0.478 -0.718 -6.448
H16 -0.154 0.656 -4.419
S2 -1.403 0.059 3.356
C22 -0.192 0.032 2.131
C23 -7.500 -2.532 2.246
C24 -6.096 -2.728 1.738
C25 -5.034 -2.014 2.284
C26 -3.738 -2.213 1.842
C27 -3.496 -3.120 0.820
C28 -4.541 -3.859 0.276
C29 -5.829 -3.658 0.734
S3 -1.848 -3.377 0.232
O4 -1.592 -2.514 -0.944
O5 -1.724 -4.780 -0.028
O6 -0.941 -2.839 1.299
H17 -7.544 -1.695 2.941
H18 -7.848 -3.429 2.765
H19 -8.193 -2.337 1.425
H20 -5.215 -1.285 3.067
H21 -2.916 -1.673 2.296
H22 -4.321 -4.581 -0.502
H23 -6.651 -4.229 0.313
I1 5.061 -1.521 3.294
C30 1.613 -1.610 1.557
H24 1.762 -1.411 2.612
H25 2.118 -2.536 1.299



ORCA calculation (ωB97M-V/def2-TZVPD) on a molecular structure, C30H25IrN3PS3.

Output
- Multiplicity: 6
- Gap between HOMO and LUMO (alpha / beta): 0.2887 / 0.1939 Eh
- ΔE to the lowest compared entry with this formula, charge and spin: 0.328 eV
- Total charge: +1
- F_max: 0.004 hartree/bohr
- Lowest unoccupied orbital energy (alpha / beta): -2.1310 / -5.6152 eV

Atoms and positions in Å:
Ir1 0.434 -1.203 0.557
N1 -0.220 0.534 2.427
C1 -1.032 1.659 2.031
C2 -1.513 2.557 2.976
C3 -2.305 3.623 2.582
C4 -2.624 3.801 1.240
C5 -2.150 2.907 0.298
C6 -1.350 1.831 0.684
P1 -0.762 0.630 -0.535
C7 -2.232 0.125 -1.457
C8 -2.650 0.808 -2.600
C9 -3.823 0.432 -3.237
C10 -4.582 -0.617 -2.738
C11 -4.173 -1.293 -1.598
C12 -3.000 -0.925 -0.958
C13 0.289 1.546 -1.687
C14 0.902 2.736 -1.303
C15 1.800 3.363 -2.157
C16 2.089 2.806 -3.393
C17 1.483 1.615 -3.778
C18 0.592 0.984 -2.928
H1 0.717 0.811 2.701
H2 -0.633 0.039 3.210
H3 -1.265 2.417 4.021
H4 -2.677 4.317 3.323
H5 -3.247 4.630 0.934
H6 -2.410 3.035 -0.746
H7 -2.062 1.625 -2.995
H8 -4.143 0.960 -4.125
H9 -5.493 -0.911 -3.242
H10 -4.760 -2.115 -1.211
H11 -2.680 -1.460 -0.072
H12 0.676 3.182 -0.342
H13 2.266 4.293 -1.857
H14 2.783 3.299 -4.060
H15 1.706 1.178 -4.742
H16 0.128 0.052 -3.230
S1 2.228 -1.609 2.046
C19 1.460 -2.189 3.498
C20 2.244 -2.286 4.654
C21 1.733 -2.812 5.820
C22 0.410 -3.272 5.885
C23 -0.385 -3.190 4.776
C24 0.108 -2.637 3.562
S2 -0.971 -2.540 2.253
H17 3.272 -1.950 4.613
H18 2.365 -2.878 6.696
H19 0.026 -3.691 6.805
H20 -1.407 -3.543 4.797
S3 -1.866 -4.714 -1.652
C25 -0.923 -3.591 -1.071
N2 -0.219 -2.736 -0.631
C26 4.315 -0.753 -2.975
C27 3.372 -1.759 -3.115
C28 2.364 -1.867 -2.172
N3 2.269 -1.037 -1.134
C29 3.179 -0.074 -0.997
C30 4.217 0.107 -1.893
H21 5.114 -0.643 -3.695
H22 3.412 -2.458 -3.939
H23 1.607 -2.637 -2.243
H24 3.067 0.578 -0.137
H25 4.929 0.905 -1.738



ORCA calculation (ωB97M-V/def2-TZVPD) on a molecular structure, C30H25N2O4S4SbSe4W.

Output
- Multiplicity: 3
- Gap between HOMO and LUMO (alpha / beta): 0.2207 / 0.1889 Eh
- ΔE to the lowest compared entry with this formula, charge and spin: 1.319 eV
- Total charge: +2
- F_max: 0.047 hartree/bohr
- Lowest unoccupied orbital energy (alpha / beta): -7.1221 / -7.9856 eV

Atoms and positions in Å:
W1 0.341 -0.316 -0.577
C1 3.425 -2.612 1.659
C2 3.777 -1.811 2.731
C3 3.023 -0.679 2.995
C4 1.949 -0.368 2.178
N1 1.631 -1.133 1.118
C5 2.354 -2.234 0.872
C6 1.067 0.783 2.409
C7 1.061 1.485 3.604
C8 0.159 2.521 3.772
C9 -0.724 2.803 2.747
C10 -0.663 2.051 1.590
N2 0.223 1.069 1.404
H1 3.968 -3.515 1.421
H2 4.623 -2.061 3.356
H3 3.275 -0.042 3.828
H4 2.045 -2.838 0.033
H5 1.728 1.213 4.407
H6 0.141 3.088 4.693
H7 -1.458 3.592 2.830
H8 -1.364 2.236 0.790
C11 4.350 0.193 -2.086
S1 2.688 0.831 -2.155
O1 2.201 0.652 -0.679
C12 2.901 2.577 -2.338
C13 2.680 3.098 -3.606
C14 2.769 4.470 -3.782
C15 3.043 5.290 -2.696
C16 3.243 4.750 -1.430
C17 3.168 3.380 -1.239
H9 4.886 0.674 -1.270
H10 4.818 0.422 -3.044
H11 4.275 -0.884 -1.950
H12 2.446 2.448 -4.440
H13 2.613 4.897 -4.763
H14 3.093 6.362 -2.834
H15 3.453 5.398 -0.591
H16 3.303 2.947 -0.256
O2 1.225 -1.749 -1.505
O3 0.116 -1.207 -2.206
Se1 -1.397 5.504 -1.531
Sb1 -2.381 3.457 -2.115
Se2 -4.181 2.960 -0.525
Se3 -2.835 3.112 -4.516
Se4 -0.655 1.530 -1.558
O4 -1.012 -1.092 0.305
C18 -2.238 -1.937 0.297
C19 -3.325 -1.186 -0.430
C20 -3.350 -0.846 -1.760
C21 -4.510 -0.124 -2.112
C22 -5.344 0.069 -1.037
S2 -4.722 -0.622 0.398
C23 -1.845 -3.212 -0.391
C24 -2.502 -3.880 -1.383
C25 -1.874 -5.105 -1.726
C26 -0.760 -5.343 -0.986
S3 -0.474 -4.104 0.160
C27 -2.575 -2.158 1.752
C28 -3.571 -2.961 2.224
C29 -3.608 -3.007 3.640
C30 -2.631 -2.253 4.211
S4 -1.662 -1.472 3.037
H17 -2.583 -1.144 -2.462
H18 -4.745 0.197 -3.116
H19 -6.322 0.524 -1.037
H20 -3.412 -3.523 -1.840
H21 -2.236 -5.774 -2.492
H22 -0.094 -6.188 -1.045
H23 -4.249 -3.507 1.583
H24 -4.325 -3.583 4.205
H25 -2.430 -2.113 5.260



ORCA calculation (ωB97M-V/def2-TZVPD) on a molecular structure, C30H25N5NaO3.

Output
- Multiplicity: 1
- Gap between HOMO and LUMO: 0.2193 Eh
- ΔE to the lowest compared entry with this formula, charge and spin: 0.074 eV
- Total charge: -1
- F_max: 0.018 hartree/bohr
- Lowest unoccupied orbital energy: 2.1788 eV

Atoms and positions in Å:
Na1 -0.341 -0.730 -1.122
C1 0.852 -3.694 -1.864
C2 -0.420 -3.358 -2.304
C3 -1.499 -3.412 -1.429
C4 -1.301 -3.794 -0.110
C5 -0.029 -4.134 0.329
C6 1.045 -4.092 -0.548
H1 1.697 -3.604 -2.534
H2 -0.571 -3.024 -3.323
H3 -2.480 -3.115 -1.777
H4 -2.128 -3.792 0.589
H5 0.128 -4.399 1.367
H6 2.042 -4.333 -0.199
O1 3.425 2.978 0.149
C7 4.154 1.881 -0.088
C8 5.500 1.898 0.291
C9 6.306 0.795 0.087
C10 5.792 -0.354 -0.505
C11 4.458 -0.374 -0.878
C12 3.618 0.717 -0.684
C13 2.162 0.557 -1.046
O2 1.776 -0.578 -1.437
N1 1.427 1.657 -0.876
N2 0.082 1.420 -1.115
C14 -0.696 2.418 -1.263
C15 -2.127 2.294 -1.555
C16 -2.855 3.485 -1.579
C17 -4.204 3.542 -1.886
C18 -4.846 2.345 -2.213
C19 -4.168 1.150 -2.208
C20 -2.787 1.039 -1.858
O3 -2.213 -0.097 -1.834
H7 2.486 2.755 -0.181
H8 5.886 2.800 0.751
H9 7.346 0.832 0.391
H10 6.422 -1.219 -0.670
H11 4.012 -1.252 -1.329
H12 -0.289 3.434 -1.191
H13 -2.323 4.404 -1.347
H14 -4.736 4.485 -1.892
H15 -5.899 2.357 -2.481
H16 -4.670 0.224 -2.470
N3 -1.088 0.485 2.787
C21 0.219 0.024 2.671
C22 1.172 0.533 3.568
C23 2.485 0.156 3.407
C24 2.817 -0.722 2.378
C25 1.796 -1.175 1.566
N4 0.513 -0.822 1.703
C26 -2.198 0.217 1.979
C27 -3.197 1.200 1.911
C28 -4.332 0.937 1.179
C29 -4.445 -0.285 0.525
C30 -3.392 -1.169 0.634
N5 -2.292 -0.951 1.361
H17 -1.176 1.316 3.344
H18 0.875 1.224 4.347
H19 3.248 0.556 4.063
H20 3.839 -1.013 2.178
H21 2.014 -1.822 0.729
H22 -3.056 2.153 2.406
H23 -5.109 1.686 1.093
H24 -5.301 -0.527 -0.087
H25 -3.423 -2.113 0.103



ORCA calculation (ωB97M-V/def2-TZVPD) on 5 unconnected molecules or ions with the total composition C30H26B3F9N4O11S.

Output
- Multiplicity: 1
- Gap between HOMO and LUMO: 0.2864 Eh
- SMILES string: C#CB1OBOB(CCC(F)(F)C(F)(F)S(F)(F)(F)(F)F)O1.O=[N+]([O-])c1ccccc1.O=[N+]([O-])c1ccccc1.O=[N+]([O-])c1ccccc1.O=[N+]([O-])c1ccccc1
- F_max: 0.148 hartree/bohr
- Lowest unoccupied orbital energy: -1.6333 eV

Atoms and positions in Å:
C1 2.523 -3.818 1.530
C2 2.228 -2.608 1.963
B1 1.862 -1.140 2.599
O1 1.721 -0.991 4.046
B2 1.774 0.443 4.389
O2 1.065 1.461 3.607
B3 0.666 0.844 2.327
C3 -0.823 1.107 1.690
C4 -2.048 0.679 2.649
C5 -2.202 -0.944 2.810
F1 -1.331 -1.264 3.950
F2 -1.629 -1.673 1.701
C6 -3.674 -1.419 3.251
F3 -3.502 -2.577 4.109
F4 -4.205 -0.364 4.103
S1 -4.906 -1.724 1.886
F5 -5.760 -2.746 2.960
F6 -5.857 -0.441 2.499
F7 -4.179 -0.673 0.804
F8 -4.122 -3.082 1.298
F9 -6.106 -1.987 0.735
O3 1.672 -0.004 1.694
H1 2.917 -4.876 1.312
H2 2.394 0.755 5.347
H3 -0.883 0.630 0.617
H4 -0.906 2.266 1.557
H5 -3.020 1.163 2.231
H6 -1.910 1.066 3.736
O4 1.223 -0.788 -0.031
N1 0.611 -0.126 -0.854
O5 -0.104 0.841 -0.569
C7 0.727 -0.503 -2.265
C8 1.495 -1.613 -2.621
C9 1.584 -1.982 -3.960
C10 0.912 -1.244 -4.932
C11 0.155 -0.132 -4.573
C12 0.059 0.243 -3.236
H7 2.023 -2.197 -1.873
H8 2.174 -2.847 -4.246
H9 0.979 -1.539 -5.976
H10 -0.363 0.441 -5.336
H11 -0.538 1.111 -2.970
O6 4.144 -3.236 -5.016
N2 3.860 -3.115 -6.204
O7 3.627 -2.046 -6.756
C13 3.789 -4.333 -7.016
C14 4.010 -5.574 -6.418
C15 3.917 -6.730 -7.188
C16 3.611 -6.641 -8.544
C17 3.402 -5.399 -9.138
C18 3.489 -4.238 -8.375
H12 4.249 -5.658 -5.363
H13 4.081 -7.701 -6.731
H14 3.535 -7.546 -9.141
H15 3.167 -5.337 -10.196
H16 3.320 -3.277 -8.850
O8 4.754 5.245 9.612
N3 5.271 5.158 8.503
O9 6.399 5.556 8.231
C19 4.486 4.542 7.430
C20 3.185 4.110 7.688
C21 2.435 3.548 6.659
C22 2.985 3.415 5.387
C23 4.288 3.839 5.137
C24 5.045 4.405 6.158
H17 2.744 4.207 8.675
H18 1.419 3.214 6.848
H19 2.395 2.981 4.586
H20 4.712 3.730 4.143
H21 6.058 4.734 5.949
O10 -4.160 5.009 0.588
N4 -4.118 3.854 0.181
O11 -3.252 3.041 0.487
C25 -5.173 3.414 -0.736
C26 -6.157 4.317 -1.139
C27 -7.143 3.901 -2.029
C28 -7.144 2.593 -2.507
C29 -6.165 1.693 -2.094
C30 -5.174 2.100 -1.206
H22 -6.168 5.339 -0.774
H23 -7.909 4.598 -2.354
H24 -7.912 2.274 -3.207
H25 -6.173 0.673 -2.468
H26 -4.415 1.389 -0.895



ORCA calculation (ωB97M-V/def2-TZVPD) on a molecular structure, C30H26Cl2N6O7SV.

Output
- Multiplicity: 4
- Gap between HOMO and LUMO (alpha / beta): 0.2161 / 0.2296 Eh
- ΔE to the lowest compared entry with this formula, charge and spin: 0.864 eV
- Total charge: -2
- F_max: 0.055 hartree/bohr
- Lowest unoccupied orbital energy (alpha / beta): 4.4121 / 4.4076 eV

Atoms and positions in Å:
V1 0.252 0.448 0.038
Cl1 2.742 2.764 -5.776
C1 1.659 1.739 -4.864
C2 1.311 2.110 -3.574
C3 0.459 1.331 -2.810
N1 0.120 1.708 -1.488
C4 -0.279 2.971 -1.272
O1 -0.478 3.886 -2.081
C5 -0.515 3.192 0.193
C6 -0.872 4.430 0.697
C7 -1.072 4.575 2.058
C8 -0.931 3.445 2.861
C9 -0.586 2.240 2.285
N2 -0.345 2.101 0.966
C10 -0.076 0.125 -3.341
C11 0.283 -0.224 -4.655
C12 1.137 0.572 -5.397
Cl2 1.539 0.079 -7.028
N3 -0.868 -0.612 -2.499
C13 -1.405 -1.784 -2.839
O2 -1.495 -2.352 -3.944
C14 -1.923 -2.467 -1.600
C15 -2.070 -3.798 -1.450
C16 -2.487 -4.454 -0.195
C17 -2.455 -4.034 1.094
C18 -1.631 -2.893 1.675
N4 -1.059 -2.138 0.600
H1 1.704 3.028 -3.160
H2 -0.985 5.244 -0.006
H3 -1.342 5.532 2.487
H4 -1.098 3.492 3.930
H5 -0.505 1.329 2.870
H6 -0.129 -1.128 -5.075
H7 -1.925 -4.434 -2.317
H8 -2.948 -5.428 -0.350
H9 -2.924 -4.681 1.834
H10 -0.811 -3.390 2.197
O3 -1.188 -1.245 4.740
C19 -1.048 -1.249 3.500
O4 -0.070 -0.779 2.857
C20 -2.229 -1.860 2.671
C21 -2.994 -0.640 2.088
C22 -4.346 -0.911 1.371
C23 -4.148 -0.343 -0.054
C24 -2.622 -0.294 -0.156
O5 -2.246 0.143 1.147
C25 -2.123 -1.740 -0.318
C26 0.314 -2.245 0.387
O6 0.933 -3.188 0.884
O7 0.862 -1.269 -0.256
H11 -2.893 -2.336 3.398
H12 -3.160 0.019 2.945
H13 -5.160 -0.403 1.889
H14 -4.576 -1.977 1.361
H15 -4.564 0.662 -0.137
H16 -4.588 -0.972 -0.830
H17 -2.226 0.405 -0.889
H18 -2.974 -2.283 0.092
C27 3.470 -1.761 1.047
N5 3.101 -0.842 2.102
C28 2.709 -1.339 3.416
C29 2.201 -0.081 4.138
N6 2.422 0.970 3.139
C30 2.764 0.436 1.935
S1 2.788 1.299 0.480
H19 2.653 -2.459 0.853
H20 4.375 -2.301 1.344
H21 3.661 -1.188 0.144
H22 3.569 -1.797 3.912
H23 1.913 -2.078 3.305
H24 2.765 0.138 5.048
H25 1.141 -0.187 4.367
H26 1.803 1.764 3.112



ORCA calculation (ωB97M-V/def2-TZVPD) on a molecular structure, C30H26CoIN7O6P2.

Output
- Multiplicity: 4
- Gap between HOMO and LUMO (alpha / beta): 0.2169 / 0.2329 Eh
- ΔE to the lowest compared entry with this formula, charge and spin: 1.009 eV
- F_max: 0.029 hartree/bohr
- Lowest unoccupied orbital energy (alpha / beta): -1.0729 / -1.0385 eV

Atoms and positions in Å:
Co1 0.119 0.460 -0.980
C1 -2.094 -2.789 -3.155
C2 -1.598 -1.510 -2.950
N1 -1.483 -1.004 -1.737
C3 -1.857 -1.761 -0.698
C4 -2.357 -3.040 -0.924
N2 -2.473 -3.555 -2.138
C5 -1.629 -1.178 0.638
C6 -2.006 -1.792 1.819
C7 -1.726 -1.198 3.050
C8 -1.027 0.008 3.011
C9 -0.677 0.582 1.801
N3 -1.006 0.009 0.634
C10 0.094 1.835 1.681
C11 0.714 2.478 2.752
N4 1.498 3.531 2.588
C12 1.666 3.969 1.344
C13 1.029 3.363 0.273
N5 0.256 2.305 0.440
C14 -2.149 -1.813 4.326
C15 -2.884 -2.999 4.368
C16 -3.262 -3.532 5.588
N6 -2.968 -2.981 6.761
C17 -2.268 -1.852 6.729
C18 -1.843 -1.240 5.562
H1 -2.190 -3.212 -4.147
H2 -1.283 -0.881 -3.775
H3 -2.657 -3.684 -0.105
H4 -2.522 -2.738 1.773
H5 -0.755 0.511 3.925
H6 0.596 2.128 3.771
H7 2.320 4.821 1.212
H8 1.137 3.735 -0.741
H9 -3.175 -3.519 3.467
H10 -3.834 -4.453 5.630
H11 -2.035 -1.413 7.692
H12 -1.274 -0.325 5.639
I1 1.745 0.945 -2.990
C19 0.422 2.471 -3.661
C20 0.793 3.262 -4.709
C21 -0.106 4.235 -5.186
C22 -1.340 4.356 -4.617
C23 -1.731 3.537 -3.530
C24 -3.012 3.657 -2.956
C25 -3.359 2.863 -1.901
C26 -2.441 1.938 -1.365
C27 -1.172 1.758 -1.871
C28 -0.823 2.566 -2.997
H13 1.762 3.136 -5.173
H14 0.194 4.869 -6.010
H15 -2.044 5.088 -4.997
H16 -3.711 4.378 -3.362
H17 -4.348 2.945 -1.462
H18 -2.771 1.355 -0.511
N7 4.699 -1.469 -1.511
C29 3.694 -1.694 -0.407
C30 4.257 -2.667 0.621
P1 2.198 -2.390 -1.337
O1 2.104 -3.916 -0.823
O2 2.740 -2.380 -2.742
O3 0.896 -1.732 -1.030
P2 3.303 -0.082 0.479
O4 4.287 0.883 -0.445
O5 3.793 -0.115 1.869
O6 1.881 0.316 0.238
H19 4.117 -1.814 -2.390
H20 5.539 -2.023 -1.380
H21 4.936 -0.477 -1.570
H22 4.465 -3.640 0.170
H23 3.544 -2.803 1.430
H24 5.161 -2.252 1.069
H25 1.393 -4.011 -0.175
H26 4.535 1.639 0.110



Number 1: E -90705.4688 eV. Number 2: E -80612.6104 eV. Number 3: E -355759.1064 eV. Number 4: E -49529.3693 eV. Number 5: E -97322.6081 eV. Number 6: E -116377.3867 eV. Number 7: E -118559.0388 eV.